# 1
This record from the OMol25 dataset describes C10H10NO2RuS2 as an isolated structure. The level of theory is ωB97M-V/def2-TZVPD.

Geometry as XYZ:
```
26
Properties=species:S:1:pos:R:3:forces:R:3:lowdin_spin:R:1
C -2.065087 -1.208171 -0.446172 -0.16 -0.05 0.00 0.087
H 5.021394 1.621968 -0.435636 0.01 -0.01 0.00 0.000
O 0.866402 1.001355 3.100610 -0.15 -0.11 0.18 0.032
H 2.050620 2.937702 1.505115 -0.01 0.00 0.01 0.001
H 2.274980 3.934293 0.082498 0.00 0.01 -0.01 0.001
Ru 0.710700 0.367881 0.013568 -0.24 -0.40 -0.56 2.339
H 4.615397 3.266811 -0.057059 0.01 0.00 -0.03 0.000
C 0.649585 2.455874 -0.095803 0.11 0.02 -0.02 0.017
C -1.604218 -3.587257 -0.438068 -0.11 -0.09 -0.05 0.059
C -2.966203 -3.838069 -0.480702 0.07 -0.07 -0.01 0.032
C -1.149298 -2.269448 -0.406289 0.24 0.03 -0.01 0.086
H -0.892563 -4.402224 -0.429308 0.00 0.02 0.02 0.001
S -1.520508 0.451837 -0.424588 0.18 0.38 0.11 0.401
H -0.151602 2.985918 0.411686 -0.02 -0.01 0.03 0.003
C 2.026634 2.922361 0.410262 -0.11 0.07 0.01 0.014
H -4.131972 -0.649375 -0.560550 0.01 -0.01 0.01 0.000
S 0.550185 -1.936966 -0.315776 -0.21 -0.28 0.12 0.580
C 0.554534 0.425079 2.184808 0.26 0.22 0.15 0.127
C -3.427447 -1.469693 -0.516239 0.05 -0.03 0.01 0.034
C 3.077729 1.943999 -0.006018 -0.06 -0.30 -0.08 0.012
O 2.750155 0.728973 -0.165786 0.07 0.42 0.13 0.078
H -4.933948 -2.990015 -0.560546 0.01 0.01 0.00 0.003
N 4.327895 2.311763 -0.188718 0.05 0.04 0.03 0.009
C -3.872519 -2.785683 -0.519786 0.01 0.03 -0.01 0.069
H -3.321541 -4.859426 -0.491252 0.00 0.01 0.00 0.000
H 0.560702 2.640518 -1.170248 -0.03 0.10 -0.01 0.013
```
Forces are in eV/Å.

* 2S+1: 5
* gap between HOMO and LUMO (spin up / spin down): 8.41 / 6.31 eV
* ⟨S²⟩: 6.03
* charge: +1
* electronic energy: -1483.301271 Ha
* HOMO (spin up / spin down): -11.44 / -12.22 eV

---

# 2
This record from the OMol25 dataset describes an isolated molecule of C10H10O2. The level of theory is ωB97M-V/def2-TZVPD.

Geometry as XYZ:
```
22
Properties=species:S:1:pos:R:3:forces:R:3:nbo_charge:R:1
C 1.954528 1.437563 -0.247027 1.72 0.23 -1.10 -0.427
H -0.807630 2.522548 0.134175 0.38 -0.58 -0.09 0.221
H -2.740292 -2.344363 -0.266252 -0.37 1.46 0.50 0.489
H 3.917946 0.357235 -0.812487 -1.47 -0.49 0.85 0.231
C -1.802315 0.687559 0.086359 0.70 -1.57 -0.44 0.229
C -0.653543 1.433073 0.041790 0.50 1.07 0.17 -0.237
C -0.479755 -1.324175 -0.197125 -0.44 0.19 -0.36 -0.294
C -1.709843 -0.733156 -0.065641 0.23 2.09 0.63 0.293
C 0.611281 0.835891 -0.109155 -1.27 -0.47 0.40 -0.042
H -3.670251 0.591269 0.131509 0.22 0.55 0.11 0.493
H 2.015148 1.993712 -1.198654 -0.04 -0.28 0.03 0.215
H 2.300476 -2.037341 -0.826939 -0.05 1.50 0.60 0.232
C 2.919009 0.209813 -0.289916 0.85 0.50 0.31 -0.207
O -2.891131 -1.399868 0.016782 -0.14 -1.85 -0.68 -0.703
H -0.550817 -2.383314 -0.376219 0.73 -0.47 0.12 0.198
C 2.786887 -0.687057 0.964875 2.19 -0.33 -1.15 -0.415
C 0.678512 -0.543383 -0.220848 0.03 -0.87 -0.46 -0.012
H 2.211070 -0.310648 1.773681 -0.34 0.10 0.62 0.217
H 2.331656 2.183263 0.463646 -0.54 -0.32 0.40 0.223
C 2.101066 -1.054986 -0.299947 -1.46 -0.56 -0.65 -0.259
O -2.997449 1.296835 0.209684 -0.98 -0.47 0.02 -0.661
H 3.666372 -1.314954 1.185624 -0.46 0.58 0.17 0.216
```
Forces are in eV/Å.

* gap between HOMO and LUMO: 8.39 eV
* electronic energy: -537.499185 Ha
* HOMO: -7.78 eV
* energy above the lowest of the compared OMol25 structures with the same formula, charge and spin: 42.6 kcal/mol

---

# 3
This record from the OMol25 dataset describes an isolated molecule of C10H10O3S. The level of theory is ωB97M-V/def2-TZVPD.

Geometry as XYZ:
```
24
Properties=species:S:1:pos:R:3:forces:R:3:nbo_charge:R:1
H -0.863333 -2.988472 2.664153 0.22 1.26 -0.28 0.227
H 3.734901 -0.540240 -1.149104 -1.10 -0.11 -1.02 0.219
H 3.163176 -1.793487 -2.335000 -0.45 -0.08 0.05 0.234
C 2.848779 -0.928034 -1.755567 0.63 1.51 0.54 -0.327
S 2.058917 0.370091 -2.787473 0.66 -0.70 1.72 2.151
H 1.346241 2.784497 -2.214470 1.36 1.94 -1.01 0.242
C -1.723068 0.232894 2.000506 -2.99 2.41 2.20 -0.225
H 0.693916 -2.415826 0.885556 -0.68 0.89 0.41 0.223
H -2.413631 1.051071 2.361260 0.72 -1.01 -0.49 0.219
O 1.812541 -1.211275 -0.850605 -0.31 -1.76 0.92 -0.483
H -0.843525 1.575685 0.505906 -0.47 -1.24 0.96 0.219
C -0.828870 -1.946304 2.252532 -2.64 -0.42 1.67 -0.228
H -0.305913 2.236582 -2.292170 0.50 0.85 1.03 0.235
C 0.034171 -0.362155 0.533176 -0.17 -2.69 2.26 -0.127
C 0.588606 2.408495 -1.620940 -1.70 -3.38 -0.10 -0.648
C 1.000252 -0.202299 -0.523765 0.35 6.15 -4.12 0.393
C 1.152577 1.016914 -1.415962 -0.10 -4.96 2.75 -0.402
C -0.872262 0.560236 1.007415 1.82 2.04 -2.99 -0.167
O 3.047650 1.272086 -3.272890 0.57 0.85 -0.50 -0.938
C -1.785239 -0.962117 2.642410 0.31 -2.26 1.75 -0.178
O 1.170721 -0.276439 -3.697506 -0.47 -0.27 -0.66 -0.929
H -2.470914 -1.199817 3.536294 0.97 0.71 -1.74 0.228
H 0.430818 2.879861 -0.671714 -0.27 0.63 0.06 0.230
C -0.013318 -1.624161 1.252943 3.25 -0.36 -3.40 -0.167
```
Forces are in eV/Å.

* gap between HOMO and LUMO: 7.94 eV
* electronic energy: -1010.853720 Ha
* HOMO: -8.34 eV
* energy above the lowest of the compared OMol25 structures with the same formula, charge and spin: 55.5 kcal/mol